C11H10N3O5Sc | ωB97M-V/def2-TZVPD

```
30
Properties=species:S:1:pos:R:3:forces:R:3
Sc -0.32784 1.16766 -0.50118 0.078 -0.124 -0.178
O -2.14386 2.29387 -0.54808 0.015 0.008 0.051
C -3.26124 1.88362 0.30576 0.016 0.014 0.011
C -2.83415 0.70231 1.13539 -0.008 0.032 0.013
C -3.70473 0.14377 2.04988 -0.008 -0.024 -0.008
C -3.29327 -0.96309 2.77620 -0.012 0.008 0.008
C -2.01981 -1.48411 2.57410 0.009 -0.003 -0.007
C -1.19997 -0.87266 1.65663 -0.024 0.003 0.020
N -1.59390 0.21012 0.94822 -0.008 -0.005 0.015
H -2.44730 2.96993 -1.17286 -0.006 0.003 0.001
H -4.10041 1.61674 -0.33652 -0.001 -0.005 -0.003
H -3.53761 2.72652 0.93861 -0.006 0.002 -0.002
H -4.69304 0.56235 2.18832 0.000 0.001 -0.011
H -3.96288 -1.41863 3.49386 0.002 -0.003 0.000
H -1.67192 -2.35010 3.11843 0.004 0.001 -0.002
H -0.19970 -1.24275 1.46398 -0.002 -0.004 -0.002
O 3.87584 -2.01142 -3.24636 -0.003 0.001 -0.009
C 4.37498 -1.40351 -2.18743 0.005 0.003 0.022
O 5.51172 -1.50117 -1.83499 -0.005 0.000 -0.004
C 3.46235 -0.52996 -1.35354 -0.036 0.002 -0.020
C 3.95155 0.13256 -0.23271 0.014 0.006 0.018
N 2.94897 0.81692 0.31391 -0.009 -0.013 -0.032
N 1.79972 0.65955 -0.37567 -0.059 0.114 0.093
C 2.12435 -0.16801 -1.40222 0.056 -0.058 -0.074
C 1.03124 -0.51466 -2.35923 -0.031 0.015 0.013
O 1.15929 -1.23415 -3.29687 0.013 0.005 -0.003
O -0.12650 0.09764 -2.01469 -0.002 0.019 0.076
H 2.93176 -1.82887 -3.40237 0.000 0.001 0.004
H 4.95324 0.13189 0.17017 -0.001 0.005 0.007
H 2.99311 1.40765 1.13125 0.009 -0.003 0.003
```
Positions in Å, forces in eV/Å.

Computed properties:
highest occupied orbital energy	-16.02	eV
lowest unoccupied orbital energy	-8.2173	eV
HOMO-LUMO gap	7.801	eV
charge	+2
calculated total energy	-46964.8410	eV

Atom charges from the natural (NBO) analysis, given in e for atoms 1 to 4: 2.080 -0.791 -0.100 0.205